This record from the OMol25 dataset describes a 3-piece molecular cluster, C4H14NO3 overall. The level of theory is ωB97M-V/def2-TZVPD.

```
22
Properties=species:S:1:pos:R:3:forces:R:3
C 0.906 2.356 -0.441 0.9 -0.4 1.1
C 0.091 1.560 -1.408 1.5 -2.3 -1.1
N -0.212 0.173 -0.937 -1.0 1.1 0.3
C -1.478 0.126 -0.167 0.1 -2.1 -0.2
C -1.260 0.513 1.310 1.5 0.4 0.7
O 0.042 0.224 1.727 0.1 0.4 -0.5
H 1.447 3.162 -0.941 -0.7 0.7 0.3
H 0.416 2.507 0.523 0.0 0.8 -0.2
H 1.766 1.731 -0.120 -0.5 -0.1 -0.3
H 0.854 1.371 -2.196 -0.8 0.2 -0.3
H -0.812 1.955 -1.892 0.3 0.3 0.5
H 0.457 -0.070 -0.185 -0.1 0.4 -0.2
H -2.268 0.647 -0.708 0.0 0.4 0.1
H -1.752 -0.952 -0.231 -0.1 0.5 0.3
H -1.892 0.006 2.053 -0.9 0.1 -0.6
H -1.404 1.615 1.372 -0.3 -0.1 0.2
H 0.463 -1.106 1.736 -0.3 -0.5 -0.2
H 0.979 -2.519 0.929 -0.2 0.3 0.4
O 0.694 -2.165 1.783 0.3 -0.1 -0.1
H 0.116 -1.569 -1.849 0.6 0.0 0.1
H 1.246 -2.062 -1.008 0.3 0.0 0.3
O 0.833 -2.246 -1.848 -0.6 -0.1 -0.5
```
Positions in Å, forces in eV/Å.

Output
Total charge: -1
Maximum force in eV Å⁻¹: 2.97
LUMO in eV: 3.8
Relative energy (zero: lowest compared OMol25 entry of this formula, charge and spin) in kcal/mol: 31.8
2S+1: 1
Electronic energy in Ha: -441.26808
Gap between HOMO and LUMO in eV: 7.8